[1]
16
Properties=species:S:1:pos:R:3:lowdin_spin:R:1 method="wB97M-V/def2-TZVPD" gap_ev="13.2775 / 4.7191" lumo_energy_ev="-7.5 / -14.9" e_homo_ev="-20.82 / -19.66" multiplicity=2 total_charge=+2
H 0.12 1.43 0.49 -0.0015
C -0.74 -0.58 1.07 0.0469
N -0.78 0.50 -1.17 -0.0007
H -0.39 -0.49 2.10 0.0022
H -1.54 1.18 -1.09 -0.0002
C 1.41 -0.19 -0.14 0.1240
O -2.08 -0.35 0.86 0.1645
H 1.35 -1.19 -0.65 0.0790
H -0.48 -1.60 0.71 0.0184
O 2.18 0.66 -0.85 0.4813
H 3.13 0.71 -0.59 0.0024
C 0.03 0.41 0.13 0.0656
H -0.25 0.79 -2.00 0.0002
H 1.87 -0.49 0.79 0.0173
H -2.59 -0.39 1.70 0.0010
H -1.23 -0.40 -1.37 -0.0002

=====

[2]
51
Properties=species:S:1:pos:R:3:nbo_charge:R:1 method="wB97M-V/def2-TZVPD" gap_ev=9.0181 lumo_energy_ev=-1.7 smiles="COC[C@H](OCC(F)(F)C(F)(F)C(F)(F)C(F)(F)F)P(=O)(O)O.O.O.O.O.O.O" e_homo_ev=-10.68
H -1.84 4.08 -2.56 0.2040
C 3.35 0.08 -0.80 0.9329
F 2.22 2.41 -0.94 -0.2999
F 3.21 -1.18 -0.06 -0.2970
H 0.68 -0.86 -0.27 0.2396
H -6.76 2.68 -0.80 0.4775
H -0.19 3.40 -3.16 0.2088
F 2.56 0.00 -2.06 -0.3183
O -0.32 -0.76 -3.46 -0.9337
H -3.78 -4.96 -3.54 0.4646
O 2.13 -1.93 3.99 -0.9472
F 2.82 0.36 2.39 -0.3239
H 6.67 3.17 2.75 0.4679
P -1.67 -1.31 -2.53 2.1578
H 2.38 -2.56 3.30 0.4628
H -6.05 2.00 -1.96 0.4729
O 5.85 3.67 2.65 -0.9348
C -2.45 1.41 -1.51 -0.1093
H -3.59 1.63 -1.70 0.2373
C 0.54 0.85 1.30 0.6469
H 2.44 -1.08 3.65 0.4852
H 1.69 -5.16 5.35 0.4709
F 0.29 -0.14 2.41 -0.3456
H -1.87 -3.09 -1.10 0.5205
H -3.26 -0.57 -0.73 0.2890
O -1.34 -0.31 0.14 -0.5270
O -2.98 -1.55 -3.44 -1.0622
H 2.03 -4.07 4.33 0.4679
O 2.23 -4.99 4.56 -0.9401
O -1.69 -2.50 2.68 -0.9455
F 4.21 2.15 0.34 -0.3117
O -1.25 -2.88 -1.86 -0.9583
H 0.19 -0.01 -3.02 0.5081
F 4.79 0.22 -1.22 -0.2965
C 2.12 1.25 1.39 0.6007
H 0.22 0.81 -1.01 0.2300
H -2.14 2.04 -0.54 0.2046
O -4.03 -4.33 -2.85 -0.9654
F -0.41 1.98 1.57 -0.3182
O -5.88 2.43 -1.11 -0.9478
C 2.92 1.44 -0.01 0.5765
H -3.72 -3.48 -3.19 0.4957
H -1.40 -2.62 3.60 0.4711
C -2.18 -0.18 -1.06 -0.2729
O -1.57 1.87 -2.60 -0.5841
C -1.05 3.22 -2.36 -0.2881
C 0.05 0.13 -0.08 -0.1852
H -1.08 -1.84 2.33 0.4741
F 2.15 2.61 2.06 -0.3049
H 5.31 3.11 2.06 0.4673
H -0.54 3.34 -1.29 0.1826

=====

[3]
70
Properties=species:S:1:pos:R:3:nbo_charge:R:1 method="wB97M-V/def2-TZVPD" gap_ev=8.0162 lumo_energy_ev=-0.3 smiles=CC1(C)OB(C(c2cc(F)cc(F)c2)c2cc(F)cc(F)c2)OC1(C)C.Cc1ccc(-c2ccc(C(F)(F)F)cc2)s1 e_homo_ev=-8.31
H 0.57 4.72 1.13 0.2171
H 1.40 2.13 2.06 0.2226
S 0.76 -1.05 3.99 0.4274
H -0.28 -5.29 1.27 0.2393
C 3.19 -1.87 -2.22 0.4274
C 1.02 -0.86 -2.10 0.0771
C -1.15 -2.12 2.21 0.0358
C -0.06 -0.19 -1.25 -0.6153
H 0.44 1.78 6.44 0.2276
C 2.35 -0.71 -4.10 0.4247
H -0.11 -0.62 -0.24 0.2595
H 4.38 -1.47 -4.01 0.2480
H 0.44 5.07 -2.02 0.2260
C 0.93 3.49 -0.61 0.2488
C -3.35 -1.59 -2.61 0.4194
H 3.53 3.03 -1.58 0.2177
C -0.70 -1.02 3.02 -0.2500
H -1.36 1.69 -2.81 0.2519
C -3.12 0.61 -3.40 0.4285
F 2.52 -0.16 -5.35 -0.3302
H 2.01 5.31 -1.26 0.2157
C 1.14 -0.53 -3.46 -0.3327
C 2.11 2.61 0.02 0.2539
C -0.88 -4.39 1.37 -0.1677
C -2.16 -1.48 -1.89 -0.3268
H -2.26 0.50 2.70 0.2210
F -3.59 -6.26 1.16 -0.3301
H 0.70 -3.21 2.21 0.2195
B 0.64 1.31 -1.19 1.1815
H 3.71 4.02 -0.09 0.2100
H 1.82 -2.16 -0.56 0.2334
F -3.64 -5.20 -0.76 -0.3249
H -0.36 3.17 1.11 0.2207
H 0.97 0.14 6.91 0.2287
C -1.91 0.76 -2.71 -0.3497
C 0.97 0.88 6.10 -0.6421
C 2.26 2.58 1.54 -0.6361
H -4.05 -3.24 0.81 0.2387
H 3.14 1.97 1.79 0.2236
H -0.85 4.54 0.06 0.2236
C 1.99 -1.71 -1.54 -0.3030
H 2.02 1.15 5.88 0.2267
O 0.12 2.54 -1.39 -0.7366
H 1.80 4.02 -2.49 0.2229
C -1.43 -0.27 -1.91 0.1400
C -1.39 0.17 3.25 -0.2159
F -3.53 1.64 -4.22 -0.3308
C 0.27 0.36 4.90 -0.1672
H -3.00 -1.15 1.63 0.2172
F -1.88 -6.41 -0.23 -0.3260
C 3.42 -1.38 -3.50 -0.3661
C 1.33 4.54 -1.64 -0.6301
F 4.23 -2.54 -1.60 -0.3317
C -0.35 -3.25 1.96 -0.2369
C -2.82 -5.55 0.28 0.9767
H 0.32 -0.05 -4.00 0.2425
H 4.23 2.32 -0.07 0.2235
O 1.81 1.28 -0.42 -0.7233
C -2.45 -2.08 1.65 -0.2073
C -0.86 0.93 4.34 -0.2744
C 3.48 3.02 -0.48 -0.6298
C 0.01 4.01 0.49 -0.6307
C -3.88 -0.54 -3.35 -0.3605
C -3.01 -3.22 1.10 -0.1706
F -3.96 -2.81 -2.71 -0.3269
H -4.82 -0.62 -3.88 0.2497
C -2.20 -4.35 0.94 -0.1660
H -1.78 -2.34 -1.35 0.2346
H 2.45 3.58 1.95 0.2115
H -1.30 1.83 4.75 0.2249

=====

The calculation returns the following energy values, one per record and in order: -324.7313; -2385.5873; -2470.7847 hartree.
The calculation returns the following molecular weight values, one per record and in order: 92.12; 496.21; 608.43 g mol⁻¹.
The calculation returns the following energy above the lowest of the compared OMol25 structures with the same formula, charge and spin values, one per record and in order: 1.329; 7.614; 0.161 eV.